1.
This record from the OMol25 dataset describes one molecule with the formula C4H8N2O at a distorted geometry. The level of theory is wB97M-V/def2-TZVPD.

Gap between HOMO and LUMO (alpha / beta)   0.2948 / 0.3250 Ha
DFT total energy   -9299.976 eV
Energy above the lowest of the compared OMol25 structures with the same formula, charge and spin   619.2 kJ/mol

Cartesian coordinates (Å):
C -1.85 0.71 -0.31
C -0.53 0.30 -0.04
C 0.01 0.43 1.46
C 1.44 -0.90 -0.88
N -2.39 -0.34 -2.37
N 0.09 -0.27 -0.99
O -2.59 0.44 -1.31
H -2.47 1.15 0.44
H 0.92 1.14 1.37
H 0.30 -0.54 1.90
H -0.81 0.90 2.16
H 1.63 -1.35 0.14
H 1.63 -1.47 -1.81
H 2.21 -0.10 -0.79
H -3.36 -0.42 -2.76

***

2.
This record from the OMol25 dataset describes one molecule with the formula C4H8N2O. The level of theory is wB97M-V/def2-TZVPD.

Gap between HOMO and LUMO   0.3485 Ha
DFT total energy   -9303.183 eV
Energy above the lowest of the compared OMol25 structures with the same formula, charge and spin   309.7 kJ/mol

Cartesian coordinates (Å):
C -1.66 0.19 0.64
N -0.26 0.13 0.95
C 0.36 0.18 -0.39
C 1.81 -0.25 -0.29
O 2.56 0.64 0.52
C -0.58 -0.55 -1.36
N -1.71 -0.52 -0.70
H -2.25 -0.24 1.46
H -1.98 1.23 0.51
H -2.57 -0.87 -1.11
H -0.09 -0.81 1.31
H 0.33 1.23 -0.73
H 2.27 -0.24 -1.28
H 1.86 -1.28 0.10
H 2.04 0.81 1.32

***

3.
This record from the OMol25 dataset describes one molecule with the formula C4H8N2O. The level of theory is wB97M-V/def2-TZVPD.

Gap between HOMO and LUMO   0.3811 Ha
DFT total energy   -9305.652 eV
Energy above the lowest of the compared OMol25 structures with the same formula, charge and spin   71.5 kJ/mol

Cartesian coordinates (Å):
C 0.45 0.24 -2.01
N -0.43 -0.08 -0.91
C 0.04 -0.03 0.28
C 1.46 0.27 0.68
C -0.95 -0.27 1.41
N -2.18 -0.62 0.98
O -0.63 -0.14 2.58
H 0.69 1.31 -1.99
H 1.40 -0.31 -1.98
H -0.05 0.02 -2.95
H 1.80 1.21 0.22
H 1.53 0.34 1.76
H 2.13 -0.52 0.32
H -2.34 -0.66 -0.02
H -2.92 -0.76 1.64

***

4.
This record from the OMol25 dataset describes C4H8N2O as an isolated structure at a distorted geometry. The level of theory is wB97M-V/def2-TZVPD.

Gap between HOMO and LUMO (alpha / beta)   0.3035 / 0.3085 Ha
DFT total energy   -9301.523 eV
Energy above the lowest of the compared OMol25 structures with the same formula, charge and spin   469.9 kJ/mol

Cartesian coordinates (Å):
C -1.65 -0.25 0.26
C -1.62 1.68 0.46
C 2.01 -0.35 -0.67
N 0.64 0.08 -0.47
C -0.27 -0.69 0.24
O -2.12 0.83 -0.46
N 0.00 -1.74 0.94
H 0.24 0.63 -1.21
H -2.41 -0.96 0.57
H 0.97 -2.03 0.87
H -1.90 1.65 1.51
H -1.02 2.49 0.09
H 2.54 0.43 -1.21
H 2.09 -1.29 -1.22
H 2.50 -0.48 0.30

***

5.
This record from the OMol25 dataset describes one molecule with the formula C4H8N2O at a distorted geometry. The level of theory is wB97M-V/def2-TZVPD.

Gap between HOMO and LUMO (alpha / beta)   0.2811 / 0.2801 Ha
DFT total energy   -9300.917 eV
Energy above the lowest of the compared OMol25 structures with the same formula, charge and spin   528.4 kJ/mol

Cartesian coordinates (Å):
H 2.79 -0.56 -0.03
N 2.88 0.39 0.34
C 1.77 1.01 0.45
C 0.42 0.68 0.01
C 0.02 -0.50 -0.57
N 0.65 -1.68 -0.41
O -1.32 -0.50 0.34
C -2.40 0.32 -0.03
H 1.86 2.01 0.86
H -0.20 1.55 -0.14
H 0.18 -2.53 -0.68
H 1.47 -1.80 0.17
H -3.28 -0.06 0.50
H -2.24 1.36 0.30
H -2.61 0.31 -1.11

***

6.
This record from the OMol25 dataset describes one molecule with the formula C4H8N2O. The level of theory is wB97M-V/def2-TZVPD.

Gap between HOMO and LUMO (alpha / beta)   0.3086 / 0.3085 Ha
DFT total energy   -9301.974 eV
Energy above the lowest of the compared OMol25 structures with the same formula, charge and spin   426.4 kJ/mol

Cartesian coordinates (Å):
C 1.29 -0.59 1.19
C -0.02 -0.38 -0.98
C 0.12 -0.02 0.45
N -1.07 0.19 -1.65
C -0.76 0.84 1.13
O -1.81 1.52 0.60
N 0.85 -1.20 -1.45
H -0.38 1.80 0.55
H -1.75 0.75 -1.14
H -1.27 -0.11 -2.60
H 0.67 -1.42 -2.43
H -0.63 0.90 2.22
H 1.21 -1.68 1.22
H 2.22 -0.37 0.68
H 1.33 -0.21 2.22